Record 1
Molecular formula: C19H34N4NaO2SbSe
Method: DFT, the ωB97M-V functional and the def2-TZVPD basis

Geometry (Å):
Na 0.111 0.142 -0.119
N -0.764 -2.081 1.282
N -1.770 -2.484 0.382
C -1.626 -2.165 -1.004
O -2.408 -2.744 -1.768
O -0.764 -1.281 -1.284
H -0.108 -2.831 1.467
H -1.193 -1.791 2.151
H -2.179 -3.393 0.532
C -4.126 2.974 3.815
C -5.205 2.051 3.261
C -5.078 0.613 3.758
C -3.892 -0.127 3.153
N -4.051 -0.326 1.720
C -3.372 0.309 0.736
Se -2.079 1.621 1.018
N -3.818 -0.156 -0.446
C -3.427 0.308 -1.779
C -4.550 1.092 -2.445
C -4.930 2.376 -1.712
C -3.868 3.465 -1.816
C -4.766 -1.152 -0.221
C -5.437 -1.996 -1.093
C -6.294 -2.925 -0.529
C -6.460 -3.020 0.856
C -5.771 -2.192 1.726
C -4.921 -1.254 1.154
H -4.293 4.006 3.502
H -3.132 2.686 3.465
H -4.126 2.954 4.909
H -5.174 2.059 2.166
H -6.192 2.430 3.536
H -5.995 0.060 3.546
H -4.957 0.607 4.846
H -3.763 -1.111 3.612
H -2.970 0.433 3.287
H -3.133 -0.574 -2.349
H -2.543 0.922 -1.638
H -5.426 0.451 -2.557
H -4.219 1.332 -3.461
H -5.124 2.149 -0.658
H -5.876 2.744 -2.117
H -2.937 3.164 -1.331
H -4.200 4.388 -1.335
H -3.652 3.695 -2.864
H -5.258 -1.967 -2.158
H -6.828 -3.611 -1.173
H -7.131 -3.768 1.258
H -5.886 -2.287 2.797
C 4.436 -2.792 -1.547
Sb 2.565 -1.971 -0.892
C 3.467 -0.060 -0.397
C 1.960 -1.346 -2.851
H 4.934 -2.091 -2.218
H 4.263 -3.731 -2.073
H 5.080 -2.989 -0.689
H 4.115 0.242 -1.222
H 4.061 -0.159 0.513
H 2.746 0.746 -0.232
H 2.827 -0.968 -3.393
H 1.184 -0.584 -2.801
H 1.527 -2.197 -3.378

Results
Total energy (eV): -106612.429
HOMO energy (eV): -7.855
LUMO level (eV): 0.002
Gap between HOMO and LUMO (eV): 7.86



Record 2
Molecular formula: C17H45N4O7Ti2
Method: DFT, the ωB97M-V functional and the def2-TZVPD basis

Geometry (Å):
Ti 4.039 8.387 -21.001
Ti 4.802 6.178 -19.227
O 1.405 6.283 -20.587
C 2.652 6.156 -20.212
O 3.544 6.982 -20.413
O 3.041 5.105 -19.624
H 1.400 5.394 -20.226
C 1.535 6.986 -16.914
C 1.543 5.532 -17.267
C 0.452 5.001 -18.345
O -0.877 5.297 -18.010
C -1.370 4.244 -17.131
N 2.936 5.217 -17.551
H 0.642 7.328 -16.389
H 1.745 7.536 -17.831
H 2.317 7.158 -16.174
H 1.457 4.987 -16.328
H 0.665 3.968 -18.621
H 0.538 5.541 -19.289
H -2.428 4.355 -16.896
H -0.938 4.205 -16.131
H -1.262 3.252 -17.572
H 2.971 4.330 -18.032
H 3.258 5.769 -18.334
C 2.456 5.367 -23.043
C 3.927 5.439 -23.296
C 4.419 6.844 -23.709
O 3.813 7.243 -24.879
C 4.126 8.576 -25.238
N 4.553 5.275 -21.998
H 2.025 6.071 -22.332
H 2.094 4.346 -22.925
H 1.922 5.623 -23.959
H 4.231 4.658 -23.993
H 5.504 6.771 -23.769
H 4.084 7.664 -23.074
H 5.160 8.703 -25.559
H 3.836 9.361 -24.540
H 3.451 8.871 -26.041
H 4.001 5.674 -21.252
H 5.379 5.794 -21.738
C 0.356 9.688 -21.833
C 1.766 9.128 -22.081
C 2.811 10.051 -22.786
O 4.125 9.499 -22.682
C 5.100 10.530 -23.042
N 2.120 8.663 -20.768
H 0.014 10.156 -22.756
H 0.447 10.544 -21.164
H -0.385 8.979 -21.461
H 1.696 8.218 -22.676
H 2.599 11.062 -22.437
H 2.675 10.058 -23.867
H 6.152 10.246 -23.065
H 4.946 11.382 -22.380
H 4.900 10.796 -24.080
H 1.689 7.755 -20.666
H 1.715 9.146 -19.980
C 2.919 1.038 -21.524
C 2.923 2.579 -21.579
C 1.534 3.260 -21.825
O 1.274 3.100 -23.296
C 0.138 3.745 -23.842
N 3.546 3.092 -20.348
H 2.292 0.783 -20.670
H 3.923 0.673 -21.307
H 2.483 0.495 -22.363
H 3.645 2.855 -22.347
H 1.625 4.336 -21.676
H 0.711 2.917 -21.198
H 0.376 4.809 -23.829
H -0.767 3.732 -23.235
H -0.132 3.511 -24.871
H 3.868 4.040 -20.486
H 2.778 3.261 -19.714

Results
Charge: +1
Total energy (eV): -84854.631
HOMO energy (spin up / spin down) (eV): -8.344 / -11.103
Multiplicity: 7
LUMO level (spin up / spin down) (eV): -2.776 / -3.192
Gap between HOMO and LUMO (spin up / spin down) (eV): 5.57 / 7.91
<S²>: 12.013



Record 3
Molecular formula: C2H6N3O
Method: DFT, the ωB97M-V functional and the def2-TZVPD basis

Geometry (Å):
N 1.917 0.284 0.055
C 0.618 0.276 0.001
N 0.000 -0.860 -0.061
C -1.441 -0.750 0.020
O -1.584 0.706 -0.169
N -0.335 1.285 0.275
H 2.452 -0.567 0.124
H 2.321 1.140 -0.211
H 0.518 -1.792 -0.261
H -2.047 -1.165 -0.755
H -1.859 -0.790 1.000
H -0.561 2.233 -0.019

Results
Charge: +1
Total energy (eV): -8679.987
SMILES: [NH2+]=C1NCON1
HOMO energy (eV): -14.277
LUMO level (eV): -3.473
Gap between HOMO and LUMO (eV): 10.80



Record 4
Molecular formula: C4H6O2
Method: DFT, the ωB97M-V functional and the def2-TZVPD basis

Geometry (Å):
C 0.461 1.372 0.459
C 0.603 1.288 -0.994
O -0.574 1.816 -0.403
H 0.222 0.483 1.042
H 0.989 2.153 1.004
H 1.234 2.010 -1.511
H 0.476 0.333 -1.503
C -1.185 -1.763 0.219
C 0.029 -2.088 0.598
O 1.112 -2.364 0.932
H -2.007 -2.446 0.394
H -1.361 -0.793 -0.237

Results
Total energy (eV): -8337.595
SMILES: C1CO1.C=C=O
HOMO energy (eV): -9.455
LUMO level (eV): 0.880
Gap between HOMO and LUMO (eV): 10.33



Record 5
Molecular formula: C2H2NO3
Method: DFT, the ωB97M-V functional and the def2-TZVPD basis

Geometry (Å):
C -0.439 0.444 -0.896
N -1.353 0.651 -0.028
O -1.205 1.456 0.915
C -2.483 -0.328 -0.122
O -2.065 -1.224 0.849
O -3.390 -0.258 -0.914
H 0.461 1.039 -0.841
H -0.701 -0.379 -1.486

Results
Charge: -1
Total energy (eV): -9737.625
SMILES: C=[N+]([O-])C(=O)[O-]
HOMO energy (eV): -4.142
LUMO level (eV): 4.364
Gap between HOMO and LUMO (eV): 8.51



Record 6
Molecular formula: C4H8O2
Method: DFT, the ωB97M-V functional and the def2-TZVPD basis

Geometry (Å):
O -0.175 0.109 2.268
C -0.045 -0.464 0.973
C 1.032 0.268 0.135
C 0.089 0.064 -1.138
O -0.132 1.193 -1.866
C -1.092 -0.217 -0.165
H -0.773 -0.450 2.807
H 0.115 -1.575 1.079
H 2.093 -0.180 0.089
H 1.082 1.276 0.482
H 0.562 -0.823 -1.671
H 0.620 1.161 -2.431
H -1.686 0.727 -0.079
H -1.690 -1.088 -0.482

Results
Total energy (eV): -8371.119
SMILES: O[C@H]1C[C@@H](O)C1
HOMO energy (eV): -9.693
LUMO level (eV): 0.912
Gap between HOMO and LUMO (eV): 10.61



Record 7
Molecular formula: C19H27N5O7S2Tl
Method: DFT, the ωB97M-V functional and the def2-TZVPD basis

Geometry (Å):
Tl -0.795 -0.912 -1.206
C 4.051 2.349 -2.146
N 3.574 1.056 -1.672
C 4.436 -0.140 -1.763
C 2.321 0.820 -1.225
O 1.893 -0.351 -1.191
C 1.623 1.955 -0.518
O 0.337 2.041 -1.193
C -0.280 3.300 -1.216
C -1.799 3.177 -1.293
O -2.413 2.098 -1.163
N -2.394 4.360 -1.612
C -1.892 5.774 -1.615
C -3.858 4.347 -1.777
H 4.697 2.325 -3.002
H 4.639 2.959 -1.394
H 3.160 2.909 -2.400
H 4.430 -0.535 -0.747
H 5.499 0.135 -1.991
H 4.119 -0.826 -2.546
H 2.197 2.836 -0.518
H 1.447 1.597 0.490
H 0.215 3.861 -2.045
H -0.026 3.817 -0.310
H -2.180 6.362 -0.681
H -2.344 6.176 -2.516
H -0.788 5.775 -1.652
H -4.499 4.697 -0.908
H -4.121 3.245 -1.938
H -4.152 4.875 -2.722
C -3.369 -0.790 3.017
C -3.364 -1.136 1.619
N -3.171 -0.253 0.589
O -2.729 0.980 1.198
C -3.492 -2.583 1.418
C -3.636 -3.732 2.400
N -3.708 -3.045 0.180
O -3.717 -2.250 -0.778
H -2.436 -0.916 3.603
H -4.225 -1.195 3.568
H -3.551 0.301 3.010
H -2.672 1.524 0.380
H -4.674 -4.063 2.569
H -3.194 -3.552 3.398
H -3.153 -4.607 1.957
O -0.607 -3.904 2.416
S -0.127 -3.252 1.216
O -0.928 -3.391 -0.009
N 0.208 -1.633 1.463
C 1.511 -1.384 1.379
S 2.402 -0.086 2.022
C 2.287 -2.577 0.951
C 3.688 -2.738 0.871
C 4.167 -3.983 0.658
C 3.352 -5.138 0.704
C 1.949 -5.000 0.777
C 1.509 -3.721 0.855
H 4.341 -1.918 1.177
H 5.206 -4.115 0.314
H 3.790 -6.107 0.824
H 1.247 -5.824 0.722

Results
Charge: +1
Total energy (eV): -68274.684
HOMO energy (spin up / spin down) (eV): -10.363 / -10.624
LUMO level (spin up / spin down) (eV): -3.733 / -6.324
Gap between HOMO and LUMO (spin up / spin down) (eV): 6.63 / 4.30



Record 8
Molecular formula: CCl3NO3
Method: DFT, the ωB97M-V functional and the def2-TZVPD basis

Geometry (Å):
O 2.267 0.901 -0.049
N 1.485 0.073 -0.027
O 1.506 -1.088 -0.072
O 0.183 0.700 0.114
C -0.964 0.009 0.056
Cl -1.087 -0.894 -1.499
Cl -2.256 1.218 -0.053
Cl -1.134 -0.919 1.531

Results
Total energy (eV): -46232.021
SMILES: O=[N+]([O-])OC(Cl)(Cl)Cl
HOMO energy (eV): -11.335
LUMO level (eV): 0.068
Gap between HOMO and LUMO (eV): 11.40



Record 9
Molecular formula: C37H32F3InP2
Method: DFT, the ωB97M-V functional and the def2-TZVPD basis

Geometry (Å):
C 0.827 -1.177 -2.031
C -0.215 -1.697 -1.235
C -1.536 -1.731 -1.722
C -1.779 -1.425 -3.058
C -0.723 -1.018 -3.871
C 0.567 -0.855 -3.364
P 0.072 -2.065 0.514
C -1.254 -3.208 1.019
C -2.340 -2.745 1.778
C -3.365 -3.631 2.105
C -3.313 -4.950 1.656
C -2.238 -5.406 0.890
C -1.186 -4.542 0.577
In -0.017 -0.016 1.948
P 0.142 2.020 0.520
C -1.229 1.950 -0.651
C -1.044 2.230 -2.016
C -2.148 2.239 -2.870
C -3.411 1.877 -2.395
C -3.582 1.497 -1.061
C -2.494 1.532 -0.182
C -0.051 3.481 1.572
C 0.825 3.604 2.668
C 0.567 4.584 3.633
C -0.550 5.425 3.515
C -1.388 5.302 2.401
C -1.158 4.330 1.431
C 1.711 2.178 -0.346
C 2.755 1.243 -0.157
C 3.982 1.462 -0.787
C 4.186 2.609 -1.556
C 3.165 3.553 -1.708
C 1.923 3.354 -1.097
C 1.668 -2.914 0.595
C 2.143 -3.642 -0.513
C 3.388 -4.267 -0.428
C 4.161 -4.149 0.731
C 3.690 -3.416 1.825
C 2.443 -2.794 1.768
H 1.664 2.909 2.791
H 1.218 4.671 4.502
H -0.797 6.138 4.308
H -2.266 5.941 2.307
H -1.844 4.204 0.589
H -0.038 2.459 -2.390
H -1.996 2.505 -3.919
H -4.255 1.861 -3.079
H -4.554 1.169 -0.693
H -2.619 1.227 0.869
H 2.587 0.361 0.488
H 4.790 0.734 -0.659
H 5.151 2.804 -2.017
H 3.310 4.461 -2.294
H 1.112 4.091 -1.189
H 1.553 -3.683 -1.435
H 3.751 -4.815 -1.299
H 5.146 -4.613 0.757
H 4.301 -3.305 2.724
H 2.069 -2.182 2.605
H -2.372 -1.698 2.136
H -4.204 -3.285 2.705
H -4.111 -5.649 1.906
H -2.188 -6.432 0.538
H -0.326 -4.878 -0.013
H -2.355 -2.017 -1.065
H -2.799 -1.466 -3.445
H -0.945 -0.746 -4.890
H 1.366 -0.459 -3.990
H 1.822 -1.028 -1.617
H 0.100 0.318 -5.909
H 0.808 0.200 -5.632
F -2.597 0.759 3.410
C -1.327 0.268 3.723
F -0.794 1.209 4.592
F -1.553 -0.856 4.485

Results
Charge: +2
Total energy (eV): -70776.756
HOMO energy (eV): -14.448
LUMO level (eV): -7.710
Gap between HOMO and LUMO (eV): 6.74